1.
The following is a quantum chemistry calculation of the ion C4H5N2OS with charge +1 at a distorted geometry, from OMol25.

Values from the calculation:
* gap between HOMO and LUMO (alpha / beta): 7.632 / 7.631 eV
* HOMO (alpha / beta): -14.2902 / -14.2902 eV
* calculated total energy: -738.02038 Ha
* total charge: +1
* maximum force: 3.9 eV/A
* relative energy (zero: lowest compared OMol25 entry of this formula, charge and spin): 2.110 eV

Element x y z (Å)
C -0.2612 1.5619 0.0171
C 1.6698 0.5182 0.0357
C -0.9295 0.2910 0.0669
C -0.1671 -1.0297 -0.0378
N 1.0414 1.6376 0.0346
N 1.2657 -0.7085 0.0639
O -2.9744 -1.1162 0.0491
S -2.5885 0.2538 -0.0319
H -0.8452 2.4054 0.1260
H 2.7419 0.6029 0.0209
H -0.4074 -1.7213 0.7245
H -0.5029 -1.2701 -1.1444
H 1.9573 -1.4249 0.0755

Atoms 1-3, force components in eV/Å:
0.2 -3.0 0.7
3.4 -1.8 0.0
-0.4 0.5 -0.1

Okay, here come the Mulliken numbers, in e, for every atom: C -0.15; C -0.01; C 0.20; C -0.43; N -0.47; N -0.06; O -0.39; S 0.50; H 0.48; H 0.39; H 0.39; H 0.31; H 0.23

***

2.
The following is a quantum chemistry calculation of the molecule C4H5N2P at a distorted geometry, from OMol25.

Values from the calculation:
* gap between HOMO and LUMO (alpha / beta): 5.787 / 8.426 eV
* HOMO (alpha / beta): -6.2226 / -9.6160 eV
* calculated total energy: -606.03292 Ha
* maximum force: 5.3 eV/A
* relative energy (zero: lowest compared OMol25 entry of this formula, charge and spin): 2.478 eV
* multiplicity: 3

Element x y z (Å)
C -1.0221 -1.7956 -1.4879
C -0.5527 0.0325 -0.3513
C -0.9750 -0.6667 -2.4771
C 2.2943 0.2472 0.5335
N -0.5251 0.3154 -1.7934
N -1.1418 -1.2920 -0.2927
P 0.7504 0.1747 1.3025
H -1.2335 -2.8786 -1.5353
H -1.3138 0.7743 -0.0672
H 2.5000 -0.0388 -0.5104
H 3.1147 0.6353 1.1631
H -1.0851 -1.8669 0.6257

Atoms 1-3, force components in eV/Å:
-1.5 -2.7 -4.4
-1.5 1.0 1.1
1.8 -1.3 3.8

Okay, here come the Mulliken numbers, in e, for every atom: C -0.23; C -0.15; C 0.03; C -0.46; N -0.44; N -0.23; P 0.04; H 0.33; H 0.29; H 0.26; H 0.28; H 0.30

***

3.
The following is a quantum chemistry calculation of the molecule C4H5N3 at a distorted geometry, from OMol25.

Values from the calculation:
* gap between HOMO and LUMO: 10.478 eV
* HOMO: -10.2289 eV
* calculated total energy: -319.61750 Ha
* structure (SMILES): CNC(C#N)C#N
* maximum force: 2.2 eV/A
* relative energy (zero: lowest compared OMol25 entry of this formula, charge and spin): 2.577 eV

Element x y z (Å)
C 0.5675 1.4746 -0.3713
N -0.2693 0.6019 0.4188
C -0.0714 -0.8339 0.4163
C -1.4954 -1.3647 0.7120
N -2.4551 -1.3330 1.3741
C 0.7228 -1.4193 -0.6913
N 1.3280 -1.8822 -1.5586
H 1.6035 1.3195 -0.1025
H 0.3652 2.5390 -0.1955
H 0.4404 1.2716 -1.4314
H -1.2279 0.7140 0.1592
H 0.4536 -1.1402 1.3177

Atoms 1-3, force components in eV/Å:
0.5 -0.1 -0.4
-0.6 0.3 0.3
-0.8 -0.6 0.6

Okay, here come the Mulliken numbers, in e, for every atom: C -0.90; N -0.33; C 0.49; C 0.07; N -0.42; C 0.06; N -0.36; H 0.34; H 0.29; H 0.36; H 0.25; H 0.15

***

4.
The following is a quantum chemistry calculation of the molecule C4H5N3 at a distorted geometry, from OMol25.

Values from the calculation:
* gap between HOMO and LUMO: 9.408 eV
* HOMO: -8.8102 eV
* calculated total energy: -319.54747 Ha
* maximum force: 2.8 eV/A
* relative energy (zero: lowest compared OMol25 entry of this formula, charge and spin): 4.483 eV

Element x y z (Å)
C -0.8045 0.4025 -1.6031
C 0.1992 0.3416 0.3072
C 1.0278 -0.6231 -0.6818
C -0.0698 -0.3420 1.6663
N -0.8771 0.8856 -0.4319
N 0.3526 -0.4675 -1.7908
N 0.3764 1.0359 1.6588
H -1.5360 0.6006 -2.4255
H -1.0500 -0.6790 1.8925
H 0.5245 -1.1800 1.9392
H 0.5353 -1.0689 -2.5528
H 1.3215 1.0943 2.0221

Atoms 1-3, force components in eV/Å:
-0.4 0.2 -0.7
0.9 -1.3 0.2
0.7 1.4 2.4

Okay, here come the Mulliken numbers, in e, for every atom: C -0.13; C 0.94; C -0.59; C -0.62; N -0.51; N 0.04; N -0.55; H 0.37; H 0.29; H 0.27; H 0.22; H 0.28

***

5.
The following is a quantum chemistry calculation of the molecule C4H5N3 at a distorted geometry, from OMol25.

Values from the calculation:
* gap between HOMO and LUMO: 9.108 eV
* HOMO: -9.3631 eV
* calculated total energy: -319.49855 Ha
* structure (SMILES): [H]/N=C/N/C(C#C)=N/[H]
* maximum force: 10.1 eV/A
* relative energy (zero: lowest compared OMol25 entry of this formula, charge and spin): 5.814 eV

Element x y z (Å)
H -0.6729 -3.5485 -1.2700
N -1.0836 -2.6138 -0.7284
C -0.1980 -1.7688 -0.1214
N -0.5114 -0.3908 0.4428
C 0.6592 0.6421 0.2316
C 0.0764 1.9808 0.1400
C -0.7966 3.0010 0.0693
N 1.8263 0.1444 0.3005
H 2.5285 0.8027 0.4229
H 0.9335 -1.9647 0.0814
H -1.4900 -0.2504 0.3301
H -1.2715 3.9661 0.1011

Atoms 1-3, force components in eV/Å:
-0.6 3.3 2.5
3.5 1.7 0.7
-0.4 -1.6 -1.0

Okay, here come the Mulliken numbers, in e, for every atom: H 0.25; N -0.62; C 0.03; N -0.29; C 0.43; C -0.14; C -0.27; N -0.60; H 0.23; H 0.29; H 0.30; H 0.39

***

6.
The following is a quantum chemistry calculation of the molecule C4H5N3 at a distorted geometry, from OMol25.

Values from the calculation:
* gap between HOMO and LUMO: 10.515 eV
* HOMO: -9.9175 eV
* calculated total energy: -319.62391 Ha
* structure (SMILES): CNC(C#N)C#N
* maximum force: 1.7 eV/A
* relative energy (zero: lowest compared OMol25 entry of this formula, charge and spin): 2.403 eV

Element x y z (Å)
C 1.0009 -0.9096 1.0498
N -0.2979 -0.4230 0.5286
C -0.4266 0.8079 -0.2792
C 0.2908 0.4019 -1.4852
N 0.9003 -0.1276 -2.3103
C -1.8274 1.2470 -0.6003
N -2.8852 1.6238 -0.8857
H 1.7962 -0.1583 1.0053
H 1.4129 -1.8106 0.5586
H 0.8354 -1.1670 2.1005
H -0.8323 -1.1859 0.1282
H 0.0329 1.7015 0.1899

Atoms 1-3, force components in eV/Å:
-0.1 0.2 0.1
-0.8 0.3 0.9
0.3 -0.7 0.2

Okay, here come the Mulliken numbers, in e, for every atom: C -0.83; N -0.39; C 0.51; C 0.25; N -0.42; C -0.16; N -0.36; H 0.30; H 0.28; H 0.32; H 0.28; H 0.22

***

7.
The following is a quantum chemistry calculation of a structure of composition C4H5N3 at a distorted geometry, from OMol25.

Values from the calculation:
* gap between HOMO and LUMO: 8.069 eV
* HOMO: -8.2362 eV
* calculated total energy: -319.54443 Ha
* maximum force: 1.1 eV/A
* relative energy (zero: lowest compared OMol25 entry of this formula, charge and spin): 4.565 eV

Element x y z (Å)
N 2.5741 -1.0503 1.0389
C 1.8652 -0.5422 0.2745
C 0.8559 0.0447 -0.5818
C -1.2631 -1.2244 -0.3545
N -1.7468 -0.1668 0.2254
C -1.1848 0.9908 0.3018
N 0.1653 1.1248 0.0458
H 1.1765 0.2334 -1.6073
H -0.1181 -0.8439 -0.8996
H -1.2471 -2.1128 0.2928
H -1.7287 1.8676 0.6368
H 0.6854 1.7190 0.6794

Atoms 1-3, force components in eV/Å:
-0.6 0.5 -0.8
0.7 -0.4 0.6
0.0 0.0 0.1

Okay, here come the Mulliken numbers, in e, for every atom: N -0.44; C 0.41; C -0.34; C -0.42; N -0.25; C -0.13; N -0.24; H 0.29; H 0.26; H 0.19; H 0.40; H 0.27

***

8.
The following is a quantum chemistry calculation of the molecule C4H5N3 at a distorted geometry, from OMol25.

Values from the calculation:
* gap between HOMO and LUMO: 10.634 eV
* HOMO: -9.8698 eV
* calculated total energy: -319.65181 Ha
* structure (SMILES): N#C[C@H]1CN=CN1
* maximum force: 1.7 eV/A
* relative energy (zero: lowest compared OMol25 entry of this formula, charge and spin): 1.643 eV

Element x y z (Å)
N -0.9404 -1.9764 1.5957
C -0.7559 -1.2769 0.6868
C -0.4597 -0.4153 -0.5660
C -0.7469 1.0450 -0.1606
N 0.4458 1.3887 0.6274
C 1.3212 0.5098 0.3379
N 0.9803 -0.3826 -0.6934
H -0.9476 -0.7674 -1.4852
H -0.9380 1.7647 -0.9731
H -1.6215 1.0243 0.4819
H 2.2457 0.3797 0.8908
H 1.4172 -1.2934 -0.7422

Atoms 1-3, force components in eV/Å:
0.3 1.1 -1.2
-0.7 -0.7 -0.3
-0.3 -0.4 0.5

Okay, here come the Mulliken numbers, in e, for every atom: N -0.45; C 0.26; C 0.04; C -0.58; N -0.44; C -0.05; N -0.41; H 0.33; H 0.32; H 0.33; H 0.36; H 0.30

***

9.
The following is a quantum chemistry calculation of the molecule C4H5N3 at a distorted geometry, from OMol25.

Values from the calculation:
* gap between HOMO and LUMO: 10.970 eV
* HOMO: -10.4067 eV
* calculated total energy: -319.64019 Ha
* structure (SMILES): CNC(C#N)C#N
* maximum force: 1.2 eV/A
* relative energy (zero: lowest compared OMol25 entry of this formula, charge and spin): 1.960 eV

Element x y z (Å)
C -1.6940 0.1189 0.1334
N -0.4583 0.1380 -0.6374
C 0.7182 -0.3012 0.0824
C 1.6249 -1.0603 -0.8110
N 2.3074 -1.6831 -1.5042
C 1.4715 0.7921 0.7499
N 2.0270 1.6793 1.2407
H -1.8776 -0.9064 0.4740
H -2.5175 0.3949 -0.5313
H -1.7032 0.7873 1.0089
H -0.2976 1.0396 -1.0730
H 0.3992 -0.9989 0.8677

Atoms 1-3, force components in eV/Å:
-0.2 0.0 0.1
0.0 0.1 0.0
0.0 -0.1 0.0

Okay, here come the Mulliken numbers, in e, for every atom: C -0.88; N -0.41; C 0.56; C -0.08; N -0.37; C 0.10; N -0.39; H 0.33; H 0.32; H 0.32; H 0.29; H 0.22

***

Q: Which of these has the lowest calculated total energy?
A: C4H5N2OS